1.
Below is C3H2ClN3 in the gas phase in a non-equilibrium geometry, with properties calculated with ωB97M-V with the def2-TZVPD basis set.

XYZ file:
```
9
C3H2ClN3 ωB97M-V with the def2-TZVPD basis set
C 0.34 -0.86 0.33
C -0.40 -0.01 1.15
C 0.38 0.66 -1.25
H -1.20 -0.42 2.00
H 0.69 1.01 -2.16
N -0.66 1.21 0.74
N -0.15 1.51 -0.50
N 0.67 -0.56 -0.89
Cl 0.34 -2.55 0.58
```

Output
**SMILES**: Clc1cnncn1
**Molar mass**: 115.52 g mol⁻¹
**Charge**: 0
**Electronic energy**: -739.898585 Ha
**Energy above the lowest of the compared OMol25 structures with the same formula, charge and spin**: 109.1 kJ/mol
**HOMO-LUMO gap**: 9.40 eV
**HOMO**: -9.971 eV



2.
Below is 2 unconnected molecules or ions with the total composition C8H11N3O2S in a non-equilibrium geometry, with properties calculated with ωB97M-V with the def2-TZVPD basis set.

XYZ file:
```
25
C8H11N3O2S ωB97M-V with the def2-TZVPD basis set
C 0.06 1.27 -2.97
C 2.26 0.26 -2.62
C -0.39 0.71 -1.82
C 1.43 1.05 -3.45
C 1.88 -0.23 -1.37
C -3.87 0.63 1.37
C 0.10 -1.84 0.40
C 0.68 0.42 1.11
N 0.49 -0.02 -1.06
N -4.76 1.27 1.81
N -0.10 -0.37 0.20
O 2.55 -0.78 -0.46
O -3.04 0.11 0.76
S 2.00 1.60 -4.91
H -0.56 1.90 -3.70
H 3.28 0.31 -2.64
H -1.47 0.71 -1.68
H 1.15 -1.96 0.46
H -0.32 -2.00 1.43
H -0.43 -2.23 -0.41
H 1.76 0.07 0.83
H 0.42 1.48 0.91
H 0.43 0.18 2.15
H -1.20 -0.22 0.06
H -5.51 1.40 2.38
```

Output
**SMILES**: C[NH+](C)n1ccc(=S)cc1[O-].N=C=O
**Molar mass**: 213.26 g mol⁻¹
**Charge**: 0
**Electronic energy**: -1024.234585 Ha
**Energy above the lowest of the compared OMol25 structures with the same formula, charge and spin**: 509.4 kJ/mol
**HOMO-LUMO gap**: 6.38 eV
**HOMO**: -6.712 eV



3.
Below is a molecular structure, C3H5ClO in a non-equilibrium geometry, with properties calculated with ωB97M-V with the def2-TZVPD basis set.

XYZ file:
```
10
C3H5ClO ωB97M-V with the def2-TZVPD basis set
C 0.19 0.17 0.71
C 0.11 0.96 -0.55
C -0.13 -1.05 -0.22
H 1.12 0.17 1.27
H -0.41 1.97 -0.52
H 1.04 1.16 -1.21
H 0.88 -1.59 -0.51
H -0.78 -1.82 0.30
O -0.77 -0.15 -1.10
Cl -1.26 0.17 1.83
```

Output
**Molar mass**: 92.53 g mol⁻¹
**Charge**: 0
**Electronic energy**: -652.662240 Ha
**Energy above the lowest of the compared OMol25 structures with the same formula, charge and spin**: 186.6 kJ/mol
**HOMO-LUMO gap**: 10.97 eV
**HOMO**: -10.028 eV



4.
Below is 2 unconnected molecules or ions with the total composition C3H5FN2 in a non-equilibrium geometry, with properties calculated with ωB97M-V with the def2-TZVPD basis set.

XYZ file:
```
11
C3H5FN2 ωB97M-V with the def2-TZVPD basis set
C -1.23 -0.34 0.08
C 1.15 0.61 -0.15
C 0.24 1.37 0.64
N -2.42 -0.36 -0.15
N 1.42 -0.57 0.13
F -0.10 2.61 0.08
H -0.39 -0.87 0.50
H 1.45 1.32 -0.99
H 0.30 1.49 1.66
H -3.05 -1.11 -0.30
H 1.93 -1.09 -0.59
```

Output
**Molar mass**: 88.08 g mol⁻¹
**Charge**: 0
**Electronic energy**: -326.519275 Ha
**Energy above the lowest of the compared OMol25 structures with the same formula, charge and spin**: 395.9 kJ/mol
**HOMO-LUMO gap (alpha / beta)**: 8.48 / 8.48 eV
**HOMO (alpha / beta)**: -7.991 / -7.991 eV



5.
Below is 2 unconnected molecules or ions with the total composition C3H11NO2 in a non-equilibrium geometry, with properties calculated with ωB97M-V with the def2-TZVPD basis set.

XYZ file:
```
17
C3H11NO2 ωB97M-V with the def2-TZVPD basis set
C -1.31 -1.05 -1.03
C -0.10 -0.26 -0.46
C -0.47 1.21 -0.34
O -0.32 1.66 1.04
N -1.68 -0.64 -2.36
H -2.16 -0.94 -0.35
H -1.12 -2.10 -1.05
H 0.72 -0.45 -1.15
H 0.09 -0.66 0.53
H -1.51 1.42 -0.59
H 0.20 1.80 -0.94
H 0.07 2.53 1.00
H -1.19 -1.05 -3.13
H -2.39 0.01 -2.64
H 2.95 -0.45 3.35
H 3.40 -1.84 2.97
O 3.38 -0.93 2.62
```

Output
**SMILES**: NCCCO.O
**Molar mass**: 93.13 g mol⁻¹
**Charge**: 0
**Electronic energy**: -326.099617 Ha
**Energy above the lowest of the compared OMol25 structures with the same formula, charge and spin**: 83.6 kJ/mol
**HOMO-LUMO gap**: 9.52 eV
**HOMO**: -8.594 eV



6.
Below is C4H11OP in the gas phase in a non-equilibrium geometry, with properties calculated with ωB97M-V with the def2-TZVPD basis set.

XYZ file:
```
17
C4H11OP ωB97M-V with the def2-TZVPD basis set
C -0.62 -2.28 0.12
C 1.44 1.41 0.76
C 0.42 -1.15 0.01
C -1.41 1.16 -0.35
O -0.78 1.64 -1.42
P 0.06 0.29 1.14
H -1.61 -1.80 -0.22
H -0.34 -3.05 -0.57
H -0.41 -2.66 1.09
H 1.24 2.43 1.10
H 1.75 1.44 -0.31
H 2.39 1.26 1.17
H 0.58 -0.72 -0.95
H 1.39 -1.28 0.36
H -1.85 1.96 0.36
H -2.09 0.36 -0.62
H -0.15 0.99 -1.65
```

Output
**SMILES**: CCP(C)CO
**Molar mass**: 106.10 g mol⁻¹
**Charge**: 0
**Electronic energy**: -575.507392 Ha
**Energy above the lowest of the compared OMol25 structures with the same formula, charge and spin**: 241.9 kJ/mol
**HOMO-LUMO gap**: 9.18 eV
**HOMO**: -8.266 eV